No. 1
Below is C5H6INOS in the gas phase at a distorted geometry, with properties calculated with the ωB97M-V functional and the def2-TZVPD basis.

Properties
- E_HOMO: -8.9 eV
- Gap between HOMO and LUMO: 9.366 eV
- SMILES: O=C1[C@H](I)[C@H]2SCCN12
- Maximum force: 5.190 eV/A

Positions of all 15 atoms, in Å:
O  1.35898  -2.34518  -0.16050
C  1.13609  -1.19028  0.00695
C  1.78122  0.14140  -0.31761
I  3.87206  0.30608  0.11453
C  0.56138  0.86923  0.81430
S  -0.62217  1.91990  -0.04513
C  -1.71749  0.53362  -0.60012
C  -1.36047  -0.59677  0.33818
N  0.01843  -0.55782  0.60891
H  1.78715  0.60010  -1.36868
H  0.88520  1.31340  1.77314
H  -1.44404  0.39630  -1.56577
H  -2.81747  0.82361  -0.62303
H  -1.88711  -0.58410  1.20595
H  -1.55175  -1.62949  -0.18113

No. 2
Below is C5H6IP in the gas phase at a distorted geometry, with properties calculated with the ωB97M-V functional and the def2-TZVPD basis.

Properties
- E_HOMO (spin up / spin down): -9.0 / -8.4 eV
- Gap between HOMO and LUMO (spin up / spin down): 7.466 / 7.983 eV
- Maximum force: 2.803 eV/A

Positions of all 13 atoms, in Å:
C  -0.97306  0.13690  -1.48703
C  -0.95573  -0.91003  -2.25666
C  0.30238  0.28129  0.80189
C  -1.02798  0.23956  0.09847
C  1.45610  -0.02629  0.14707
P  0.12130  0.89031  2.47095
I  3.37844  -0.19496  1.20758
H  -0.74460  1.17305  -1.94513
H  -1.14224  -1.97434  -2.22416
H  -1.48376  1.23570  0.25649
H  -1.71385  -0.62904  0.57156
H  1.65014  -0.49471  -0.81244
H  1.13286  0.27255  3.17142

No. 3
Below is C5H6Li2O4Sc as an isolated structure at a distorted geometry, with properties calculated with the ωB97M-V functional and the def2-TZVPD basis.

Properties
- E_HOMO: -20.5 eV
- Gap between HOMO and LUMO: 6.709 eV
- Maximum force: 4.332 eV/A
- Total charge: +3

Positions of all 18 atoms, in Å:
O  0.87066  -1.12573  -0.56249
C  1.36798  -0.66606  0.50148
O  1.85909  0.51388  0.40591
Sc  0.78175  1.02288  -1.28733
Li  2.99169  1.41544  1.58767
O  -1.15143  0.95347  -1.47464
Li  -0.54388  -2.03697  -1.47667
C  -1.78257  -0.12483  -1.23212
O  -3.08739  0.08234  -1.25280
C  -3.94170  -0.92657  -0.72768
H  -4.80712  -0.42314  -0.28390
H  -4.27178  -1.60650  -1.52418
H  -3.41027  -1.49322  0.04703
C  1.16060  -1.35574  1.78247
C  0.35520  -0.97973  2.79916
H  1.93890  -2.09551  1.97872
H  0.45201  -1.46372  3.77196
H  -0.57612  -0.42831  2.64819

No. 4
Below is C5H6LiO4Yb as an isolated structure at a distorted geometry, with properties calculated with the ωB97M-V functional and the def2-TZVPD basis.

Properties
- E_HOMO (spin up / spin down): -5.7 / -7.4 eV
- Gap between HOMO and LUMO (spin up / spin down): 5.250 / 6.621 eV
- Expectation value of S²: 0.751
- Multiplicity: 2
- Maximum force: 2.504 eV/A

Positions of all 17 atoms, in Å:
C  1.35629  -0.95001  0.11149
C  0.11962  -1.39825  -0.67396
C  -1.17020  -0.92121  -0.07714
C  -1.94174  0.07698  -0.58914
O  -2.92788  0.67074  0.03248
O  1.85085  0.31826  -0.21179
Yb  1.87735  1.79500  -1.82971
Li  -1.80576  0.81855  1.49416
H  2.13639  -1.73186  0.05416
H  1.06442  -0.87281  1.17721
H  0.14245  -2.50076  -0.72442
H  0.21519  -1.04342  -1.71327
H  -1.46128  -1.36117  0.88982
H  -1.68533  0.45107  -1.60069
O  0.02166  1.58495  1.84225
O  1.34367  3.01206  0.65713
C  0.86429  2.05190  1.16142